# 1
142
Properties=species:S:1:pos:R:3:forces:R:3:mulliken_charge:R:1 method="wB97M-V/def2-TZVPD" e_tot_ha=-3357.4029 homo_lumo_gap_ev=7.5 molar_mass_g_mol=859.1 charge=+1
C -7.613 1.622 3.720 0.45 0.16 -0.13 -1.2697
C -6.044 1.844 3.687 -2.01 -1.49 0.71 0.1528
O -5.728 2.838 2.692 1.76 -0.37 -0.04 -0.3215
C -4.651 3.640 3.059 -0.04 1.00 0.76 0.0838
O -4.764 4.355 4.020 0.38 -0.49 -0.43 -0.5260
C -3.302 3.687 2.229 -1.91 -0.40 -0.39 0.3574
C -3.584 3.212 0.755 0.53 0.45 -0.30 -0.9767
C -2.324 2.626 -0.029 -1.06 1.74 -1.23 -0.1519
N -1.126 2.366 0.798 -0.05 -0.76 0.41 0.9344
C -0.955 1.225 1.404 1.01 -0.37 0.86 -1.9430
N -1.823 0.096 1.368 0.22 1.40 -0.66 2.1666
C -3.126 0.261 2.037 0.19 -0.80 1.98 -0.6009
C -3.445 -1.103 2.786 -0.66 0.47 -0.57 -0.3998
N -4.361 -1.887 2.358 0.86 1.07 0.05 -0.6220
C -1.862 -0.641 0.088 -0.40 -0.29 -0.97 -0.6626
C -1.548 -2.197 0.182 0.31 -0.35 -0.95 -1.1452
O -0.965 -2.605 1.421 -0.05 0.24 -0.63 -0.4623
N 0.303 1.108 2.152 -0.97 -2.47 -1.16 0.6967
P 1.339 -0.125 1.420 2.98 0.65 -0.02 0.5007
N 2.845 0.352 1.458 -0.86 -0.75 0.26 -0.8648
P -0.080 0.775 3.845 -1.63 1.13 2.22 0.0905
C 1.431 1.295 4.849 0.04 -1.29 -0.77 -1.0298
O -0.294 -0.889 4.111 0.94 0.98 -0.38 -0.4627
C -0.106 3.421 0.927 2.44 2.39 -0.44 0.2501
C 0.861 3.576 -0.158 0.20 0.97 0.86 -0.3304
C 1.883 4.614 -0.129 -1.09 0.46 1.70 -0.7625
C 1.970 5.557 0.992 -2.18 -2.46 -0.25 -0.4859
C 1.011 5.365 2.086 0.55 -0.44 -1.53 -1.0372
C -0.009 4.323 2.061 0.88 0.15 -1.10 -0.1848
H -8.091 2.584 4.041 0.24 -0.98 -0.37 0.3298
H -7.887 0.796 4.434 0.45 0.92 -0.53 0.3609
H -8.006 1.293 2.717 0.47 0.56 0.91 0.2966
H -5.731 2.136 4.720 0.02 0.03 -1.01 0.3664
H -5.611 0.833 3.427 0.04 1.19 0.10 0.0158
H -2.572 3.061 2.800 -0.57 0.47 -0.48 -0.3543
H -2.988 4.761 2.262 -0.14 -1.08 -0.01 0.5998
H -3.930 4.126 0.192 0.41 -0.99 0.45 0.6767
H -4.410 2.468 0.657 0.67 0.68 0.57 0.3315
H -2.679 1.765 -0.642 0.80 0.28 0.81 0.2248
H -2.024 3.425 -0.768 -0.04 -0.88 0.81 0.2834
H -3.969 0.565 1.364 0.69 -0.40 0.40 0.4729
H -2.996 1.018 2.858 -0.18 -0.54 -0.87 0.0391
H -2.879 -1.343 3.726 -0.39 0.27 -1.10 0.3038
H -4.742 -1.429 1.512 -0.18 -0.56 0.29 0.3434
H -2.906 -0.558 -0.342 1.01 0.03 0.40 0.3298
H -1.188 -0.143 -0.667 -0.54 -0.53 0.82 0.6610
H -2.501 -2.750 -0.057 0.92 0.42 0.72 0.1680
H -0.829 -2.500 -0.636 -0.84 0.61 0.54 0.4392
H -0.077 -2.945 1.219 -0.61 0.04 0.23 0.3504
H 1.241 -1.378 2.083 -0.82 0.45 -0.33 0.0201
H 0.878 -0.260 0.065 -0.45 0.14 0.84 0.0290
H 3.398 -0.344 1.975 -0.11 0.51 -0.26 0.2666
H 1.263 1.013 5.937 -0.01 0.41 -1.36 0.2892
H 2.277 0.672 4.460 -0.29 0.89 0.50 0.3769
H 1.576 2.391 4.689 -0.02 -0.98 0.15 0.3808
H -0.386 -1.064 5.069 0.18 0.20 -0.50 0.2952
H 0.860 2.910 -1.055 -0.22 0.50 0.96 0.4202
H 2.620 4.748 -0.956 -0.85 -0.44 0.77 0.3206
H 2.745 6.350 0.974 -0.71 -0.76 0.23 0.4078
H 1.103 6.075 2.946 -0.41 -0.94 -0.76 0.3581
H -0.709 4.237 2.920 0.67 0.04 -0.78 0.4663
C -2.536 -4.580 -2.535 0.00 0.03 0.12 -0.8831
C -1.810 -3.695 -3.529 -0.20 -0.49 -0.04 -0.2752
O -0.485 -4.178 -3.752 0.18 0.16 -0.11 -0.6164
H -1.995 -4.611 -1.586 -0.02 0.04 -0.03 0.2903
H -3.548 -4.213 -2.353 -0.01 -0.11 -0.02 0.4105
H -2.596 -5.607 -2.902 -0.13 0.07 -0.06 0.1923
H -1.733 -2.674 -3.148 0.19 -0.02 -0.11 0.1804
H -2.340 -3.667 -4.485 -0.12 0.15 0.08 0.3789
H -0.557 -5.077 -4.098 0.02 0.05 0.14 0.3353
C -1.826 5.512 -4.141 -0.02 -0.06 -0.04 -1.0311
C -2.694 6.068 -3.028 0.37 0.10 -0.15 -0.2726
O -2.102 5.805 -1.756 -0.09 -0.23 0.26 -0.4269
H -1.691 4.435 -4.020 -0.09 0.03 -0.03 0.2467
H -2.274 5.703 -5.118 0.07 -0.01 0.01 0.3632
H -0.831 5.965 -4.118 -0.06 0.08 -0.07 0.3157
H -3.679 5.599 -3.042 0.05 0.02 0.18 0.2863
H -2.825 7.148 -3.139 -0.12 -0.04 -0.10 0.3068
H -1.236 6.229 -1.745 -0.11 -0.05 0.05 0.2294
C 1.724 -3.861 -7.106 0.09 -0.09 -0.08 -1.0273
C 0.572 -2.882 -7.192 0.06 -0.15 0.35 -0.1019
O -0.620 -3.476 -6.684 -0.31 0.00 -0.13 -0.5275
H 1.498 -4.767 -7.674 -0.01 0.12 -0.10 0.3025
H 2.642 -3.419 -7.499 0.00 -0.05 0.05 0.2602
H 1.896 -4.166 -6.071 0.07 0.16 0.01 0.3706
H 0.391 -2.597 -8.228 -0.11 -0.09 0.07 0.1911
H 0.787 -1.975 -6.616 0.16 0.02 -0.08 0.2371
H -0.455 -3.718 -5.763 0.13 0.16 -0.04 0.2859
C 4.071 0.247 9.073 -0.11 0.12 -0.26 -0.9523
C 3.001 0.821 8.165 0.06 -0.23 0.46 -0.2469
O 2.098 -0.205 7.749 -0.27 0.02 -0.30 -0.5301
H 4.627 -0.539 8.559 0.03 0.11 0.00 0.2973
H 4.769 1.020 9.391 -0.05 -0.09 0.05 0.3140
H 3.623 -0.207 9.960 0.04 0.14 0.05 0.2207
H 3.451 1.254 7.270 -0.15 -0.11 -0.07 0.3202
H 2.432 1.603 8.679 0.11 0.12 -0.04 0.2966
H 1.697 -0.578 8.543 0.10 0.01 -0.09 0.2962
C 5.620 -2.137 -5.344 0.07 -0.04 -0.09 -1.0184
C 4.460 -1.164 -5.423 0.13 -0.22 0.34 -0.2590
O 3.273 -1.761 -4.910 -0.23 0.10 -0.06 -0.4256
H 5.397 -3.044 -5.909 0.00 0.09 -0.04 0.2580
H 6.533 -1.690 -5.742 0.00 -0.05 0.05 0.3488
H 5.800 -2.440 -4.309 0.06 0.10 -0.01 0.3191
H 4.269 -0.880 -6.459 -0.17 -0.04 0.08 0.2806
H 4.674 -0.255 -4.850 0.12 0.08 -0.14 0.2723
H 3.441 -2.002 -3.992 -0.01 -0.01 -0.13 0.2402
C 5.785 5.859 -2.097 -0.04 0.02 -0.07 -1.0353
C 5.492 6.640 -0.831 0.30 -0.33 -0.05 -0.2404
O 4.969 5.777 0.178 -0.15 0.09 0.03 -0.4616
H 4.878 5.376 -2.468 0.01 0.09 -0.01 0.2527
H 6.179 6.513 -2.877 0.01 -0.07 0.00 0.3385
H 6.512 5.067 -1.903 0.06 0.09 -0.02 0.3259
H 4.750 7.416 -1.023 -0.04 -0.07 0.16 0.2746
H 6.399 7.118 -0.450 -0.03 0.14 -0.12 0.3306
H 5.632 5.098 0.353 -0.11 0.06 0.03 0.2572
C -0.662 -4.214 -12.216 0.00 -0.08 -0.08 -1.1651
C -0.094 -4.277 -10.811 -0.19 0.36 -0.16 -0.0841
O 0.931 -3.302 -10.644 0.19 -0.03 0.11 -0.5094
H 0.124 -4.383 -12.954 -0.02 -0.07 0.07 0.2875
H -1.445 -4.962 -12.356 -0.01 0.06 -0.03 0.3462
H -1.083 -3.225 -12.418 -0.09 -0.06 0.05 0.3413
H 0.344 -5.257 -10.620 0.12 0.13 0.06 0.2833
H -0.877 -4.097 -10.066 -0.06 -0.19 0.00 0.2117
H 0.538 -2.436 -10.804 0.07 -0.11 -0.02 0.2947
C 5.597 -0.291 13.263 -0.09 -0.01 0.06 -1.0269
C 5.906 -1.149 12.051 0.29 0.32 0.17 -0.2643
O 6.169 -0.330 10.915 0.09 -0.09 -0.03 -0.4535
H 4.734 0.349 13.069 -0.01 -0.09 0.00 0.2703
H 5.387 -0.910 14.137 0.03 0.06 0.01 0.3374
H 6.438 0.368 13.494 0.03 -0.10 0.06 0.3213
H 5.057 -1.790 11.811 0.07 0.06 -0.16 0.2814
H 6.777 -1.785 12.237 -0.12 -0.13 0.10 0.2966
H 6.927 0.228 11.128 -0.07 -0.09 -0.03 0.2650
C -3.927 -9.083 -2.968 0.12 -0.03 0.07 -0.9828
C -4.808 -8.023 -2.335 -0.16 -0.31 -0.36 -0.2482
O -5.453 -7.252 -3.344 0.03 0.25 0.07 -0.5092
H -3.174 -8.620 -3.611 -0.01 0.02 0.08 0.2547
H -3.420 -9.678 -2.205 -0.02 -0.04 -0.06 0.3151
H -4.518 -9.751 -3.599 0.00 -0.04 0.11 0.3386
H -4.212 -7.345 -1.724 -0.12 0.10 -0.09 0.2248
H -5.572 -8.481 -1.698 0.13 -0.03 0.15 0.3157
H -5.986 -7.854 -3.876 0.06 0.10 0.05 0.2995

# 2
178
Properties=species:S:1:pos:R:3:forces:R:3:mulliken_spin:R:1 method="wB97M-V/def2-TZVPD" e_tot_ha=-7736.9055 multiplicity=2 homo_lumo_gap_ev="2.2 / 4.6" molar_mass_g_mol=1530.5 charge=+2
C -1.799 1.463 1.445 1.75 -0.08 -2.19 -0.0008
F -2.895 1.412 2.106 -2.91 -0.19 -0.02 0.0002
F -1.828 2.402 0.423 -0.21 -2.11 1.83 0.0003
F -0.929 1.826 2.344 2.14 0.71 0.56 -0.0009
S -1.330 -0.361 0.874 -0.31 0.14 -0.52 0.0081
O -1.656 -1.220 2.029 0.95 1.73 -1.86 -0.0008
O -2.115 -0.570 -0.366 1.12 0.54 2.16 -0.0005
N 0.418 -0.149 0.561 -4.68 0.63 3.81 -0.0091
S 0.680 -0.941 -0.711 3.13 -0.98 -5.29 0.1359
O -0.029 -2.188 -0.920 0.35 0.21 0.68 0.0012
O 0.764 -0.054 -1.878 -0.04 -1.23 1.44 -0.0129
C 2.568 -1.409 -0.355 -3.94 -2.53 -2.77 -0.1409
F 3.207 -0.328 -0.162 2.02 2.19 -0.04 -0.1099
F 2.722 -2.192 0.691 0.11 -0.54 0.56 -0.0033
F 2.955 -2.113 -1.492 0.11 1.34 1.82 -0.0132
C -3.436 9.073 -4.232 1.72 0.06 1.73 0.0000
F -4.490 8.454 -3.731 -0.42 0.12 -0.20 0.0000
F -3.519 9.284 -5.502 -0.52 -0.26 -1.22 0.0000
F -3.293 10.283 -3.638 -0.16 -0.81 -0.02 0.0000
S -1.847 8.039 -3.842 2.78 0.44 -2.92 0.0000
O -0.864 8.408 -4.874 -2.32 -0.76 0.89 0.0000
O -1.376 8.404 -2.527 -1.40 -0.48 -0.18 0.0000
N -2.349 6.347 -4.164 -0.28 3.80 -0.01 0.0000
S -2.103 5.771 -2.768 2.28 -2.89 2.73 -0.0001
O -0.661 5.593 -2.511 -1.67 -0.60 -0.10 0.0000
O -2.844 6.242 -1.630 -0.82 0.26 0.23 0.0000
C -2.854 3.987 -2.865 0.96 1.12 -1.23 0.0000
F -2.992 3.480 -1.629 0.73 -0.25 -0.45 0.0000
F -4.083 3.940 -3.390 -0.14 0.13 -0.30 0.0000
F -2.045 3.225 -3.668 -0.81 -0.02 1.21 0.0000
C 3.498 -2.423 -8.638 0.17 3.63 0.73 0.0000
F 3.420 -3.697 -8.627 -0.78 -1.36 -0.77 0.0000
F 4.618 -2.053 -9.304 -0.95 -0.29 0.07 0.0000
F 2.401 -1.763 -9.232 1.76 -1.69 0.81 0.0000
S 3.715 -1.704 -6.844 -0.41 1.54 -2.14 0.0033
O 4.406 -0.471 -7.068 0.48 -0.20 0.20 -0.0002
O 2.380 -1.557 -6.269 1.64 -0.77 -0.23 -0.0002
N 4.815 -2.849 -6.273 -1.77 1.62 -0.96 0.0000
S 3.823 -3.747 -5.504 -3.57 -4.06 3.76 0.0008
O 3.587 -3.294 -4.113 0.40 -0.44 -1.34 0.0000
O 2.588 -4.270 -6.158 2.32 0.74 0.63 0.0000
C 4.812 -5.343 -5.166 0.39 2.90 -0.20 -0.0001
F 4.112 -6.306 -4.618 -0.53 -0.39 0.35 0.0000
F 5.432 -5.774 -6.223 0.30 -0.85 -1.28 0.0000
F 5.765 -4.926 -4.313 0.39 -0.47 0.79 -0.0001
C -6.243 8.345 3.516 1.03 0.24 -0.70 0.0000
C -6.568 6.833 3.701 2.15 0.32 -1.09 0.0000
C -5.322 5.946 4.143 -1.06 0.06 -1.06 0.0000
O -5.649 4.600 3.805 -0.90 1.41 0.40 0.0000
C -4.722 3.627 4.204 -0.08 -0.20 0.80 0.0000
N -7.757 6.694 4.524 -2.09 -0.02 1.71 0.0000
H -8.450 7.343 4.178 -0.29 0.62 -0.36 0.0000
H -8.241 5.812 4.434 0.30 -0.90 -0.15 0.0000
H -7.767 6.877 5.518 0.85 0.24 0.71 0.0000
H -5.639 8.828 4.284 -0.28 -0.53 0.71 0.0000
H -7.004 9.078 3.249 -0.90 -0.62 0.39 0.0000
H -5.583 8.539 2.670 0.17 -0.86 -0.33 0.0000
H -7.017 6.336 2.841 1.04 0.47 -0.94 0.0000
H -5.077 6.143 5.187 -0.19 -0.41 0.41 0.0000
H -4.420 6.184 3.580 -0.17 0.72 -0.24 0.0000
H -5.329 2.722 4.221 0.62 -0.30 -0.20 0.0000
H -4.383 3.821 5.221 0.01 -0.04 0.24 0.0000
H -3.826 3.584 3.585 -0.19 -0.12 -0.37 0.0000
C -0.870 -5.965 0.944 0.59 0.99 0.04 -0.0001
C 0.101 -7.145 0.570 -1.64 1.78 -0.26 0.0000
C 1.145 -6.854 -0.538 0.45 -0.60 0.71 0.0000
O 2.156 -6.021 -0.026 -0.64 -0.95 0.55 0.0001
C 3.053 -5.583 -0.997 0.15 2.46 -1.04 -0.0026
N 0.819 -7.625 1.850 0.22 0.49 -1.38 0.0000
H 1.003 -6.932 2.561 -0.46 1.52 1.02 0.0000
H 0.414 -8.422 2.321 -0.07 -0.39 -0.11 0.0000
H 1.788 -7.762 1.598 0.62 -0.87 -0.29 0.0000
H -0.341 -5.040 1.177 0.62 -0.27 0.65 0.0000
H -1.594 -6.137 1.741 0.43 -0.55 0.29 0.0000
H -1.497 -5.500 0.183 0.10 -1.04 -0.98 0.0000
H -0.554 -7.919 0.170 0.39 -0.51 0.42 0.0000
H 0.795 -6.505 -1.510 -0.86 0.56 0.30 0.0000
H 1.534 -7.831 -0.824 0.52 -0.42 0.15 0.0000
H 3.784 -6.254 -1.448 -0.13 -0.46 0.51 -0.0002
H 3.495 -4.658 -0.628 0.79 -0.47 0.68 0.0029
H 2.536 -5.058 -1.800 -0.55 -0.63 -0.67 -0.0006
C -1.418 -2.272 -4.109 -0.27 -0.63 -0.10 -0.0001
C -2.852 -2.144 -3.465 1.37 1.09 -0.27 -0.0004
C -3.226 -0.650 -3.365 -0.88 -0.67 0.58 -0.0001
O -4.539 -0.485 -2.707 1.60 -1.28 -1.65 0.0000
C -4.942 0.855 -2.654 -0.73 1.09 0.61 0.0000
N -3.912 -2.931 -4.348 -0.17 -0.18 0.84 0.0000
H -4.880 -2.671 -4.220 -0.33 1.59 0.15 0.0000
H -3.727 -2.905 -5.341 0.49 0.52 -0.49 0.0000
H -4.085 -3.911 -4.176 1.29 -0.86 0.52 0.0000
H -1.370 -1.879 -5.124 -0.21 0.29 0.04 0.0000
H -0.965 -3.261 -4.180 -0.88 -0.67 -0.03 0.0000
H -0.580 -1.855 -3.550 -0.64 0.95 0.47 0.0001
H -2.853 -2.434 -2.414 -0.35 -1.05 -0.26 0.0000
H -3.160 -0.208 -4.359 -0.39 0.44 0.04 0.0000
H -2.479 -0.224 -2.696 0.23 0.11 -0.23 0.0000
H -4.641 1.508 -3.473 0.16 -0.42 -0.33 0.0000
H -4.600 1.357 -1.749 0.32 -0.11 0.18 0.0000
H -6.031 0.864 -2.608 -0.11 -0.03 -0.14 0.0000
C 5.119 5.512 -0.069 -1.06 -0.07 -0.06 -0.0911
C 4.687 4.113 0.437 0.78 2.29 0.81 0.0793
C 3.411 3.533 -0.195 -2.02 0.65 0.60 -0.0318
O 2.185 3.998 0.475 1.60 0.20 1.62 -0.0449
C 0.914 3.727 -0.120 0.32 -0.09 -0.80 -0.0052
N 5.946 3.325 0.220 -1.51 -0.32 -1.31 0.8020
H 6.837 3.774 0.379 0.23 0.71 0.38 -0.1675
H 5.827 2.567 0.877 0.65 -2.09 0.38 -0.0013
H 5.927 3.031 -0.746 0.40 -0.88 -0.48 -0.2046
H 5.377 5.404 -1.123 -0.24 0.01 -0.24 0.0084
H 6.021 5.937 0.371 -0.17 -0.22 0.55 -0.0103
H 4.301 6.230 -0.002 0.08 0.00 0.03 0.0000
H 4.614 3.957 1.513 -0.61 0.98 0.28 0.2379
H 3.390 2.470 0.043 0.40 -0.46 -1.28 0.0607
H 3.230 3.947 -1.188 0.75 -1.07 -0.67 -0.0211
H 0.853 4.201 -1.100 -0.27 0.23 0.03 0.0015
H 0.142 4.105 0.550 0.32 0.34 -0.07 0.0010
H 0.691 2.672 -0.273 0.43 -0.40 0.09 -0.0017
C 2.040 -0.566 4.401 0.72 0.63 0.72 0.0168
C 1.989 0.907 4.029 -0.91 0.94 0.16 -0.0131
C 2.894 1.870 4.835 -0.06 -0.38 -0.04 0.0349
O 2.643 3.241 4.458 -0.27 -2.33 -0.82 0.0201
C 2.937 4.119 5.473 1.34 1.85 0.85 0.0033
N 2.267 1.106 2.531 1.06 0.58 1.67 -0.1899
H 1.604 0.707 1.881 -0.61 -0.91 -0.49 0.0312
H 2.400 2.068 2.256 -0.48 1.07 0.20 0.0078
H 3.207 0.750 2.438 0.47 -0.82 -0.73 0.1684
H 1.288 -1.189 3.918 0.17 0.09 -0.07 0.0024
H 1.877 -0.586 5.479 -0.36 -0.24 0.03 0.0021
H 3.046 -0.978 4.321 -0.04 -0.17 -0.48 0.0057
H 0.975 1.265 4.213 -0.10 0.05 -0.36 0.0041
H 3.927 1.526 4.791 0.65 0.54 -0.98 0.0072
H 2.796 1.716 5.909 -1.08 0.08 0.15 0.0026
H 2.279 4.106 6.342 -0.14 -0.47 0.01 0.0007
H 2.958 5.149 5.119 -0.61 -0.06 -0.50 0.0012
H 3.981 4.034 5.775 0.14 -0.51 0.49 -0.0010
C -8.771 -1.899 0.228 -0.40 -0.52 0.38 0.0000
C -7.460 -2.548 -0.194 0.16 -0.54 -1.99 0.0000
C -6.197 -1.796 0.145 -0.46 -1.25 2.25 0.0000
O -6.166 -1.750 1.608 -0.41 0.50 -1.46 0.0000
C -5.267 -0.750 2.040 0.83 0.66 0.99 -0.0001
N -7.397 -4.025 0.182 -0.05 0.41 2.38 0.0000
H -7.380 -4.106 1.189 -0.18 -0.27 0.79 0.0000
H -8.211 -4.507 -0.172 -0.31 -0.28 -0.12 0.0000
H -6.550 -4.482 -0.124 0.34 -0.03 -0.43 0.0000
H -8.787 -1.707 1.300 0.15 -0.29 0.09 0.0000
H -9.615 -2.541 -0.025 -0.06 -0.12 0.08 0.0000
H -9.036 -0.933 -0.201 0.72 -0.08 -0.50 0.0000
H -7.381 -2.890 -1.226 -0.48 2.03 -1.05 0.0000
H -6.269 -0.835 -0.364 0.41 0.14 0.21 0.0000
H -5.324 -2.391 -0.128 0.29 0.40 -0.59 0.0000
H -4.243 -0.958 1.731 -0.02 0.07 -0.38 0.0001
H -5.205 -0.671 3.125 -0.38 -0.77 0.15 0.0000
H -5.574 0.265 1.789 -0.11 -0.03 -0.76 0.0000
C 6.278 -2.986 -1.455 0.58 -0.26 -0.68 -0.0128
C 6.122 -2.403 -0.095 -0.07 -0.69 1.57 0.0744
C 6.496 -3.417 1.085 -1.29 -0.60 -4.38 0.0746
O 6.649 -2.842 2.263 0.97 3.04 0.71 -0.0303
C 7.178 -3.726 3.162 -0.37 -1.08 2.71 0.0289
N 6.893 -1.130 0.056 -0.03 0.28 -0.45 0.6421
H 6.724 -0.424 -0.646 -0.47 0.04 -1.41 -0.1436
H 6.560 -0.552 0.815 0.03 0.14 1.68 -0.1033
H 7.900 -1.200 0.053 0.54 -0.43 0.50 -0.0859
H 5.905 -4.010 -1.446 -0.41 0.17 -0.26 0.0062
H 7.308 -3.086 -1.799 0.29 0.09 0.30 0.0004
H 5.789 -2.358 -2.201 -0.36 -0.38 -0.09 -0.0052
H 5.082 -2.094 0.008 0.14 -0.01 0.31 -0.0389
H 7.318 -4.046 0.742 0.88 0.32 0.03 0.0077
H 5.701 -4.163 1.078 -0.72 -0.08 0.07 0.0080
H 6.301 -4.252 3.539 0.37 -1.10 0.01 -0.0030
H 7.553 -3.266 4.077 0.13 0.71 -0.34 0.0046
H 7.986 -4.358 2.793 -0.21 -0.13 -0.37 0.0007
C 3.443 -3.911 3.969 -0.35 -0.19 0.11 0.0009
C 2.273 -4.657 4.724 0.67 2.69 2.10 0.0002
O 1.685 -4.090 5.689 0.81 0.18 -1.34 -0.0001
O 2.071 -5.785 4.321 -1.04 -3.41 -2.01 0.0000
H 3.919 -3.138 4.572 -0.27 0.24 -0.13 0.0015
H 3.024 -3.555 3.029 -0.13 0.62 0.04 0.0001
H 4.234 -4.571 3.611 -0.13 -0.49 0.38 0.0010